No. 1
Formula: CHClF3N
Source: OMol25
Level of theory: wB97M-V/def2-TZVPD

The geometry in XYZ format:
```
7
Properties=species:S:1:pos:R:3:mulliken_charge:R:1
F -1.3132 0.2373 -1.7095 -0.198
H 0.6725 0.3822 -0.2621 0.256
F -3.1300 -0.8603 0.3339 -0.176
N -1.7342 -0.7572 0.5074 0.113
F -1.3694 -1.9600 0.0524 -0.122
Cl -1.8385 1.7572 0.2642 -0.063
C -1.2511 0.2905 -0.3094 0.190
```

Properties
Molecular weight = 119.5 g/mol
F_max = 5.395 eV/Å
ΔE to the lowest compared entry with this formula, charge and spin = 125.4 kcal/mol
Charge = 0
HOMO energy = -10.7 eV

No. 2
Formula: CHClFI
Source: OMol25
Level of theory: wB97M-V/def2-TZVPD

The geometry in XYZ format:
```
5
Properties=species:S:1:pos:R:3:mulliken_charge:R:1
C 0.2293 0.1549 -0.1087 0.036
Cl 0.3327 1.6062 0.7712 -0.058
I 1.5276 -1.4134 0.2910 0.154
H -2.0145 -0.6566 0.5249 0.043
F -0.0751 0.3089 -1.4783 -0.174
```

Properties
Molecular weight = 194.4 g/mol
F_max = 2.609 eV/Å
ΔE to the lowest compared entry with this formula, charge and spin = 101.1 kcal/mol
Charge = 0
HOMO energy (spin up / spin down) = -8.8 / -10.4 eV

No. 3
Formula: CHClFNO2
Source: OMol25
Level of theory: wB97M-V/def2-TZVPD

The geometry in XYZ format:
```
7
Properties=species:S:1:pos:R:3:mulliken_charge:R:1
C -0.5581 0.6158 -0.6697 0.100
Cl 0.8857 1.0028 -1.4565 -0.062
F -1.0995 1.5784 0.0785 -0.172
O -0.1515 -1.5293 1.6262 -0.463
O 1.6846 -0.7649 0.6790 -0.423
N 0.5302 -0.8963 0.8979 0.720
H -1.2913 -0.0066 -1.1555 0.301
```

Properties
Molecular weight = 113.5 g/mol
F_max = 3.001 eV/Å
ΔE to the lowest compared entry with this formula, charge and spin = 44.1 kcal/mol
Charge = 0
HOMO energy (spin up / spin down) = -9.7 / -9.0 eV

No. 4
Formula: CHClFNS
Source: OMol25
Level of theory: wB97M-V/def2-TZVPD

The geometry in XYZ format:
```
6
Properties=species:S:1:pos:R:3:mulliken_charge:R:1
F 2.4956 -0.3358 -0.9925 -0.114
C 2.3397 0.6305 -0.1407 0.409
N -0.0487 0.8179 0.0947 -0.356
H -0.1982 -0.1886 -0.0198 0.273
S 3.3017 1.6027 0.6079 -0.199
Cl -0.5605 1.5768 -1.3037 -0.012
```

Properties
Molecular weight = 113.5 g/mol
F_max = 1.692 eV/Å
ΔE to the lowest compared entry with this formula, charge and spin = 75.9 kcal/mol
Charge = 0
HOMO energy (spin up / spin down) = -9.6 / -8.7 eV

Repeat the first record exactly.
Formula: CHClF3N
Source: OMol25
Level of theory: wB97M-V/def2-TZVPD

The geometry in XYZ format:
```
7
Properties=species:S:1:pos:R:3:mulliken_charge:R:1
F -1.3132 0.2373 -1.7095 -0.198
H 0.6725 0.3822 -0.2621 0.256
F -3.1300 -0.8603 0.3339 -0.176
N -1.7342 -0.7572 0.5074 0.113
F -1.3694 -1.9600 0.0524 -0.122
Cl -1.8385 1.7572 0.2642 -0.063
C -1.2511 0.2905 -0.3094 0.190
```

Properties
Molecular weight = 119.5 g/mol
F_max = 5.395 eV/Å
ΔE to the lowest compared entry with this formula, charge and spin = 125.4 kcal/mol
Charge = 0
HOMO energy = -10.7 eV

Among the records above, which one has the lowest ΔE to the lowest compared entry with this formula, charge and spin? CHClFNO2

Which formula does entry 4 have? CHClFNS